DFT (the ωB97M-V functional and the def2-TZVPD basis) results for one molecule with the formula C4H5NO3.

The geometry in XYZ format:
```
13
Properties=species:S:1:pos:R:3
C -1.934 -1.099 0.074
C -0.604 -1.011 -0.046
C 0.296 0.143 -0.120
N 0.040 1.407 -0.086
O -1.288 1.653 -0.066
C 1.792 -0.082 -0.047
O 2.209 -1.230 -0.118
O 2.501 1.043 0.132
H -2.565 -0.242 0.167
H -2.481 -2.066 0.158
H -0.016 -1.942 -0.039
H -1.404 2.630 -0.096
H 3.453 0.797 0.089
```

Properties
Orbital gap in eV: 9.706
2S+1: 1
Charge: 0
Structure (SMILES): C=C/C(=N\O)C(=O)O
ΔE to the lowest compared entry with this formula, charge and spin in kcal per mole: 59.54

=====

DFT (the ωB97M-V functional and the def2-TZVPD basis) results for C30H45I2N6O3 as an isolated structure.

The geometry in XYZ format:
```
86
Properties=species:S:1:pos:R:3
C 5.892 -5.654 2.348
C 6.656 -4.278 1.928
C 6.524 -4.112 0.334
O 7.245 -2.937 -0.145
N 6.774 -1.795 0.414
C 6.036 -0.994 -0.392
N 5.727 -1.350 -1.756
C 4.947 -0.285 -2.419
C 4.424 -0.209 -3.904
I 2.616 0.837 -4.549
C 5.159 -0.901 -4.944
C 6.492 -1.747 -4.697
I 4.414 -0.858 -7.014
N 4.839 0.657 -1.334
C 4.174 1.993 -1.339
C 2.969 2.114 -0.242
C 1.574 1.502 -0.753
C 0.274 2.371 -0.302
C -1.011 1.431 0.047
C -2.372 2.132 -0.521
C -3.703 1.614 0.213
C -4.051 0.067 -0.037
C -4.428 -0.307 -1.554
C -5.768 0.392 -2.102
C -7.114 -0.456 -1.876
C -7.063 -1.958 -2.448
N -7.392 -3.002 -1.408
C -8.241 -2.912 -0.238
C -8.361 -4.197 0.619
C -7.459 -5.210 -0.186
C -6.927 -4.395 -1.404
N 5.421 0.297 -0.144
H 5.023 -5.330 3.030
H 5.495 -6.158 1.401
H 6.598 -6.312 2.963
H 7.765 -4.282 2.246
H 6.104 -3.403 2.414
H 5.448 -4.121 -0.056
H 7.060 -5.024 -0.138
H 6.989 -1.516 1.380
H 6.732 -2.364 -5.645
H 6.237 -2.535 -3.886
H 7.383 -1.143 -4.318
H 4.973 2.749 -0.968
H 3.852 2.364 -2.368
H 2.802 3.256 -0.129
H 3.288 1.747 0.799
H 1.571 1.503 -1.895
H 1.477 0.414 -0.389
H 0.499 3.145 0.506
H -0.052 2.971 -1.241
H -0.937 0.409 -0.463
H -1.081 1.365 1.198
H -2.459 2.042 -1.659
H -2.264 3.260 -0.277
H -3.573 1.759 1.340
H -4.570 2.311 -0.113
H -4.852 -0.294 0.715
H -3.101 -0.535 0.223
H -4.449 -1.458 -1.632
H -3.538 0.022 -2.220
H -5.642 0.624 -3.219
H -5.879 1.404 -1.555
H -7.382 -0.391 -0.767
H -7.951 0.097 -2.445
H -7.812 -2.134 -3.311
H -6.025 -2.179 -2.888
H -8.760 -1.913 -0.004
H -8.936 -4.363 1.586
H -7.239 -6.301 0.086
H -6.238 -4.887 -2.179
H 5.435 0.808 0.745
C -0.026 4.006 6.094
C 0.300 3.444 4.863
C -0.219 3.984 3.691
C -1.062 5.092 3.763
C -1.398 5.655 4.993
C -0.876 5.107 6.160
N -1.591 5.680 2.530
O -1.290 5.148 1.468
O -2.299 6.670 2.630
H 0.385 3.585 7.007
H 0.961 2.585 4.818
H 0.043 3.536 2.739
H -2.056 6.514 5.058
H -1.129 5.539 7.123
```

Properties
Orbital gap in eV: 4.995
2S+1: 1
Charge: +1
ΔE to the lowest compared entry with this formula, charge and spin in kcal per mole: 0.00

=====

DFT (the ωB97M-V functional and the def2-TZVPD basis) results for a 2-piece molecular cluster, C26H27N2 overall.

The geometry in XYZ format:
```
55
Properties=species:S:1:pos:R:3
C 5.087 0.136 1.532
N 3.686 -0.261 1.468
C 2.644 0.589 1.275
C 1.418 -0.145 1.209
C 0.161 0.415 0.959
C -1.054 -0.370 1.047
C -1.277 -1.480 0.201
C -2.440 -2.239 0.313
C -3.386 -1.940 1.301
C -3.161 -0.875 2.176
C -2.028 -0.076 2.040
C 1.788 -1.540 1.537
C 1.111 -2.708 1.839
C 1.825 -3.897 2.060
C 3.230 -3.919 2.036
C 3.942 -2.732 1.831
C 3.209 -1.574 1.618
H 5.710 -0.755 1.636
H 5.390 0.679 0.624
H 5.254 0.794 2.394
H 2.778 1.670 1.188
H 0.072 1.493 1.132
H -0.509 -1.718 -0.542
H -2.618 -3.051 -0.386
H -4.307 -2.524 1.374
H -3.895 -0.637 2.946
H -1.848 0.769 2.710
H 0.023 -2.701 1.900
H 1.285 -4.820 2.241
H 3.763 -4.857 2.199
H 5.026 -2.692 1.841
C 2.027 0.843 -1.832
C 1.019 1.906 -1.488
C 1.499 3.321 -1.781
N -0.152 1.604 -1.031
C -1.251 2.511 -1.481
C -2.546 1.819 -1.807
C -3.345 1.315 -0.780
C -4.515 0.611 -1.071
C -4.936 0.485 -2.400
C -4.190 1.061 -3.433
C -2.992 1.719 -3.138
H 3.014 1.152 -1.466
H 1.741 -0.134 -1.415
H 2.091 0.751 -2.931
H 2.591 3.339 -1.686
H 1.228 3.615 -2.811
H 1.048 4.031 -1.067
H -1.394 3.237 -0.658
H -0.957 3.061 -2.390
H -3.009 1.463 0.251
H -5.082 0.161 -0.258
H -5.852 -0.063 -2.624
H -4.527 0.992 -4.469
H -2.387 2.168 -3.934
```

Properties
Orbital gap in eV: 7.009
2S+1: 1
Charge: +1
ΔE to the lowest compared entry with this formula, charge and spin in kcal per mole: 31.84

=====

DFT (the ωB97M-V functional and the def2-TZVPD basis) results for a 13-piece molecular cluster, C13H52N12O13 overall.

The geometry in XYZ format:
```
90
Properties=species:S:1:pos:R:3
C -3.535 2.035 -3.094
O -3.859 2.496 -4.386
H -4.411 1.507 -2.716
H -2.764 1.265 -3.101
H -3.318 2.850 -2.402
H -3.400 1.968 -5.043
C -1.644 -4.226 1.294
O -1.215 -5.177 0.408
H -1.895 -3.328 0.728
H -2.490 -4.491 1.928
H -0.835 -4.058 2.004
H -0.294 -5.190 0.135
C 2.834 -1.563 -2.433
O 3.765 -1.930 -1.497
H 2.075 -0.861 -2.087
H 3.309 -1.080 -3.287
H 2.417 -2.485 -2.838
H 3.316 -2.551 -0.919
C -0.458 -2.181 -3.191
O -1.401 -3.103 -3.704
H -0.286 -2.263 -2.118
H 0.529 -2.214 -3.652
H -0.837 -1.166 -3.314
H -1.133 -3.999 -3.484
C -3.689 -1.674 -1.562
O -3.722 -1.212 -0.207
H -3.321 -2.681 -1.758
H -4.556 -1.518 -2.205
H -2.933 -1.061 -2.053
H -3.968 -1.944 0.363
C 1.125 2.893 2.536
O 0.737 2.657 3.886
H 0.962 3.922 2.216
H 2.047 2.453 2.155
H 0.354 2.375 1.965
H -0.161 2.996 3.912
C -0.318 3.304 -4.096
O -0.307 1.890 -4.168
H 0.573 3.682 -3.593
H -0.401 3.638 -5.130
H -1.121 3.794 -3.545
H -0.088 1.532 -3.304
C -3.528 2.898 1.270
O -4.541 2.540 1.797
N -2.893 2.309 0.269
N -2.849 3.940 1.563
H -1.967 2.643 0.046
H -3.173 1.402 -0.078
H -2.144 4.375 0.985
H -3.222 4.440 2.357
C -0.113 -1.580 3.497
O 0.308 -0.808 2.684
N 0.546 -2.593 3.931
N -1.288 -1.592 4.062
H 0.124 -3.239 4.583
H 1.544 -2.607 3.775
H -1.521 -2.361 4.674
H -1.896 -0.798 3.920
C -0.096 0.525 -0.400
O -0.275 1.097 -1.473
N -1.113 -0.060 0.230
N 1.055 0.465 0.251
H -2.032 -0.207 -0.161
H -0.852 -0.585 1.052
H 1.858 0.713 -0.309
H 1.078 0.119 1.199
C 0.824 4.780 -0.338
O -0.393 4.942 -0.181
N 1.251 3.646 -0.711
N 1.814 5.578 0.003
H 2.198 3.492 -1.024
H 0.619 2.859 -0.750
H 2.753 5.406 -0.328
H 1.497 6.435 0.434
C 3.917 -0.980 2.616
O 3.702 -2.189 2.593
N 3.081 -0.072 2.941
N 5.099 -0.542 2.378
H 2.169 -0.503 2.997
H 3.187 0.907 2.717
H 5.216 0.401 2.035
H 5.791 -1.198 2.046
C 2.083 -3.982 0.139
O 1.330 -4.729 -0.434
N 1.718 -2.755 0.504
N 3.203 -4.245 0.721
H 2.232 -2.175 1.152
H 0.717 -2.663 0.412
H 3.527 -5.177 0.506
H 3.773 -3.567 1.206
```

Properties
Orbital gap (spin up / spin down) in eV: 2.060 / 9.030
2S+1: 2
Charge: -1
ΔE to the lowest compared entry with this formula, charge and spin in kcal per mole: 0.00

=====

DFT (the ωB97M-V functional and the def2-TZVPD basis) results for a 2-piece molecular cluster, CH7IN3 overall.

The geometry in XYZ format:
```
12
Properties=species:S:1:pos:R:3
C -1.868 -0.867 0.288
N -0.566 1.071 -0.082
N -0.738 -0.297 0.177
N 2.156 -0.267 -0.220
I -3.754 0.053 -0.166
H -2.026 -1.969 0.477
H -1.440 1.437 -0.310
H -0.278 1.564 0.773
H 1.127 -0.175 0.133
H 2.656 -1.137 -0.289
H 2.026 0.215 -1.143
H 2.704 0.374 0.362
```

Properties
Orbital gap in eV: 9.406
2S+1: 1
Charge: +1
ΔE to the lowest compared entry with this formula, charge and spin in kcal per mole: 61.55

=====

DFT (the ωB97M-V functional and the def2-TZVPD basis) results for a 2-piece molecular cluster, C4H7NO2 overall.

The geometry in XYZ format:
```
14
Properties=species:S:1:pos:R:3
C -0.578 -0.328 1.929
C -1.306 0.219 0.695
C -0.879 1.630 0.409
N -0.410 2.639 0.067
C -1.171 -0.635 -0.538
O -1.919 -0.486 -1.492
H -0.918 0.112 2.872
H -0.749 -1.372 1.743
H 0.552 -0.152 1.958
H -2.388 0.112 0.877
H -0.517 -1.512 -0.394
O 0.412 -0.009 -2.549
H -0.291 0.627 -2.657
H 1.216 0.508 -2.553
```

Properties
Orbital gap in eV: 10.958
2S+1: 1
Charge: 0
Structure (SMILES): C[C@@H](C#N)C=O.O
ΔE to the lowest compared entry with this formula, charge and spin in kcal per mole: 48.33